# 1
ORCA calculation (ωB97M-V/def2-TZVPD) on a cluster of 3 separate species, C8H16BrO4S2 in total at a distorted geometry.

Net charge: -1
Highest occupied orbital energy (eV): -3.80
ΔE to the lowest compared entry with this formula, charge and spin (kJ/mol): 195.4
LUMO energy (eV): 2.89

```
31
C8H16BrO4S2, DFT ωB97M-V/def2-TZVPD
Br -1.555 0.377 0.286
S 0.846 -2.920 2.089
S -0.238 2.033 -3.713
O 1.944 -3.581 2.759
O -0.961 2.344 -4.938
O 0.899 -2.477 0.687
O -0.272 0.636 -3.163
C -0.722 3.152 -2.397
C -1.770 -3.345 2.928
C 0.633 3.731 -1.939
C 1.836 2.934 -2.428
C -1.109 -2.541 3.935
C -0.599 -4.009 2.059
C 1.495 2.635 -3.830
C 0.113 -1.668 3.334
H -0.274 -4.894 2.606
H 2.653 3.648 -2.328
H -2.466 -2.744 2.343
H 0.626 4.157 -0.936
H -1.321 3.849 -2.983
H 0.717 4.630 -2.550
H 0.867 -1.292 4.026
H 1.651 3.383 -4.607
H -0.284 -0.992 2.577
H -2.416 -4.119 3.341
H -0.708 -3.093 4.784
H -0.810 -4.258 1.019
H 2.080 1.739 -4.039
H -1.720 -1.879 4.549
H 2.074 2.100 -1.768
H -1.209 2.465 -1.705
```

# 2
ORCA calculation (ωB97M-V/def2-TZVPD) on a structure of composition C12H14BF4IN2Os at a distorted geometry.

Expectation value of S²: 6.03
2S+1: 5
Net charge: +2
Highest occupied orbital energy (alpha / beta) (eV): -15.07 / -15.96
ΔE to the lowest compared entry with this formula, charge and spin (kJ/mol): 0.0
LUMO energy (alpha / beta) (eV): -8.88 / -12.95

```
35
C12H14BF4IN2Os, DFT ωB97M-V/def2-TZVPD
Os -0.856 0.412 0.468
I -2.850 1.220 1.497
F -0.087 -4.402 2.214
F -2.367 -3.893 2.265
F -1.645 -6.047 2.808
F -1.214 -4.264 4.259
N 1.049 1.166 0.378
N -0.491 0.636 -1.550
C -1.297 0.718 -3.808
C -1.295 0.148 -2.541
C 1.288 1.925 -0.739
C 0.422 1.612 -1.841
C 0.445 2.224 -3.104
C -1.371 -1.727 0.330
C -0.538 -1.150 1.994
C 2.893 2.213 1.496
C -0.439 1.789 -4.088
C 3.071 3.075 0.403
C 2.288 2.915 -0.730
C 1.894 1.246 1.443
B -1.329 -4.675 2.905
H 0.149 -1.993 1.862
H -0.581 -2.227 -0.228
H -1.984 0.320 -4.557
H 1.156 3.034 -3.245
H 1.730 0.511 2.234
H 0.043 -0.483 2.639
H -0.460 2.275 -5.058
H -1.927 -0.698 -2.261
H -1.371 -1.446 2.635
H -1.785 -2.478 1.032
H 3.822 3.863 0.446
H -2.250 -1.623 -0.320
H 3.506 2.279 2.393
H 2.380 3.525 -1.627
```

# 3
ORCA calculation (ωB97M-V/def2-TZVPD) on an isolated molecule of CH3Br2P at a distorted geometry.

Net charge: 0
Highest occupied orbital energy (eV): -9.97
SMILES: BrCPBr
ΔE to the lowest compared entry with this formula, charge and spin (kJ/mol): 170.7
LUMO energy (eV): -1.01

```
7
CH3Br2P, DFT ωB97M-V/def2-TZVPD
Br 2.523 0.274 0.134
Br -2.569 0.082 0.051
P -0.609 1.065 -0.153
C 0.353 -0.480 -0.334
H -0.401 1.163 1.232
H 0.230 -1.255 0.416
H 0.473 -0.849 -1.345
```

# 4
ORCA calculation (ωB97M-V/def2-TZVPD) on a structure of composition C4H6N2.

Net charge: 0
Highest occupied orbital energy (eV): -8.74
ΔE to the lowest compared entry with this formula, charge and spin (kJ/mol): 333.7
LUMO energy (eV): 0.27

```
12
C4H6N2, DFT ωB97M-V/def2-TZVPD
N -0.461 -1.512 -1.256
N -0.046 -0.569 0.760
C 0.162 -1.605 -0.071
C 0.918 1.062 0.755
C -1.002 -0.288 -1.273
C -0.744 0.352 -0.054
H 1.888 0.579 0.710
H 0.735 -2.478 0.217
H 0.623 1.282 1.778
H 0.906 1.972 0.145
H -1.658 0.040 -2.070
H -1.321 1.166 0.359
```